Record 1
23
Properties=species:S:1:pos:R:3 method="wB97M-V/def2-TZVPD" e_lumo_ev=-3.81 e_homo_ev=-13.0 de_lowest_kj_mol=0.0 total_charge=+1 fmax_ev_per_a=0.9 energy_ha=-476.08052 smiles="NC(N)=[NH+]Cc1ccccc1"
N 1.511 0.528 1.776
C 2.033 0.647 0.521
N 3.233 0.073 0.251
N 1.470 1.361 -0.435
C 0.005 1.657 -0.411
C -0.838 0.405 -0.386
C -0.704 -0.539 -1.402
C -1.461 -1.703 -1.362
C -2.340 -1.906 -0.301
C -2.495 -0.964 0.704
C -1.734 0.201 0.666
H 1.211 -0.428 1.965
H 0.724 1.146 1.930
H 3.431 -0.877 0.509
H 3.941 0.641 -0.177
H 1.734 0.975 -1.332
H -0.203 2.293 0.444
H -0.224 2.248 -1.290
H -0.012 -0.350 -2.211
H -1.349 -2.431 -2.147
H -2.922 -2.814 -0.269
H -3.183 -1.114 1.519
H -1.828 0.950 1.438

---

Record 2
9
Properties=species:S:1:pos:R:3 method="wB97M-V/def2-TZVPD" e_lumo_ev="-5.20 / -5.28" e_homo_ev="-11.8 / -12.6" de_lowest_kj_mol=29.4 total_charge=+1 spin_multiplicity=2 fmax_ev_per_a=2.5 energy_ha=-222.24295
C -0.516 -0.062 0.379
C 0.818 0.614 0.662
C 0.576 -0.880 0.510
H -1.390 0.028 1.030
H 0.967 1.055 1.659
H 1.231 1.188 -0.180
H 0.922 -1.860 0.829
O -1.325 0.146 -1.372
Sr -1.283 -0.228 -3.518

---

Record 3
11
Properties=species:S:1:pos:R:3 method="wB97M-V/def2-TZVPD" e_lumo_ev=2.67 e_homo_ev=-3.9 de_lowest_kj_mol=139.8 total_charge=-1 fmax_ev_per_a=2.8 energy_ha=-1026.08455
C 0.357 0.227 -0.755
S 1.534 1.090 -1.890
S 2.487 2.253 -0.539
H -0.650 0.625 -0.998
H 0.372 0.389 0.320
H 0.544 -0.764 -1.160
H 3.642 2.427 -1.214
O -2.273 -2.068 2.714
C -2.024 -1.551 1.627
O -1.274 -1.885 0.648
H -2.715 -0.744 1.248

---

Record 4
28
Properties=species:S:1:pos:R:3 method="wB97M-V/def2-TZVPD" e_lumo_ev="-3.23 / -3.31" e_homo_ev="-9.2 / -9.2" de_lowest_kj_mol=154.8 spin_multiplicity=2 fmax_ev_per_a=1.9 energy_ha=-1366.73172
Ir 2.897 -0.422 -0.319
O 2.784 1.652 3.206
C 2.876 1.073 2.196
O 2.950 -0.081 1.728
C 3.021 2.319 0.651
O 3.007 3.431 1.007
O 3.087 1.622 -0.382
N 4.576 -0.973 -1.226
C 5.709 -0.553 -1.218
N 6.855 -0.186 -1.091
C 7.904 0.348 -1.686
N 8.847 0.819 -2.151
F -6.428 -1.282 -0.877
C -5.902 -0.563 0.129
F -6.410 0.678 0.025
F -6.353 -1.087 1.276
C -4.396 -0.549 0.058
C -3.796 -0.057 -1.095
C -2.420 -0.067 -1.209
C -1.636 -0.578 -0.170
C -2.249 -1.057 0.986
C -3.631 -1.039 1.101
C -0.207 -0.604 -0.286
C 1.001 -0.641 -0.443
H -4.407 0.336 -1.897
H -1.937 0.314 -2.099
H -1.636 -1.445 1.788
H -4.109 -1.410 1.996

---

Record 5
48
Properties=species:S:1:pos:R:3 method="wB97M-V/def2-TZVPD" e_lumo_ev=0.24 e_homo_ev=-9.9 de_lowest_kj_mol=402.0 fmax_ev_per_a=11.6 energy_ha=-1182.74368 smiles="C[C@H](CO)NC(N)=O.O.O.O.O.O.O.O.O.O.O"
C 1.360 -0.345 -3.124
C 0.398 -0.542 -1.889
C -0.784 -1.396 -2.317
O -1.718 -1.377 -1.310
N -0.120 0.717 -1.303
C 0.375 1.281 -0.127
N 0.092 2.681 0.006
O 0.814 0.580 0.782
H 1.860 -1.268 -3.353
H 0.966 -0.168 -4.062
H 2.075 0.430 -2.900
H 1.029 -1.069 -1.056
H -1.318 -0.861 -3.153
H -0.582 -2.473 -2.599
H -1.204 -1.629 -0.443
H -0.687 1.410 -1.789
H -0.096 2.925 0.967
H -0.468 3.219 -0.644
H -4.682 1.634 -0.764
H -3.606 1.317 0.286
O -3.841 1.965 -0.356
H 2.405 1.688 3.600
H 1.386 1.738 2.304
O 1.504 1.951 3.317
H -2.115 3.132 -3.042
H -2.276 2.188 -1.752
O -1.585 2.819 -2.183
H 0.283 -1.824 2.028
H -0.044 -0.263 2.236
O -0.308 -1.248 2.464
H -1.676 -0.489 1.136
H -2.579 -0.351 2.327
O -2.430 0.121 1.430
H -0.851 3.283 3.031
H 0.601 3.414 3.219
O -0.110 3.835 2.748
H -1.533 -3.928 -0.547
H -1.057 -3.774 0.809
O -1.820 -3.777 0.256
H 1.471 -0.923 0.704
H 2.427 -1.301 1.716
O 2.198 -1.580 0.848
H 1.373 -4.264 1.934
H 1.298 -3.082 1.008
O 0.714 -3.590 1.505
H 4.773 0.344 -0.863
H 3.652 -0.594 -0.401
O 4.435 -0.557 -0.684

---

Record 6
84
Properties=species:S:1:pos:R:3 method="wB97M-V/def2-TZVPD" e_lumo_ev=2.28 e_homo_ev=-4.6 total_charge=-1 fmax_ev_per_a=0.8 energy_ha=-4853.27208
Tl 1.519 -0.475 -1.334
C -2.140 -2.101 -2.991
Si -1.173 -3.099 -1.744
C -2.436 -4.138 -0.810
C -0.035 -4.260 -2.643
N -0.224 -2.029 -0.803
P -0.094 -1.603 0.741
C 0.941 -0.229 0.904
P 0.334 1.355 0.574
N 0.133 1.604 -0.994
Si -0.011 3.015 -1.962
C 1.283 3.017 -3.306
C 0.186 4.629 -1.030
C -1.686 3.041 -2.796
C 1.593 2.533 1.227
C 2.922 2.366 0.819
C 3.904 3.267 1.203
C 3.579 4.350 2.014
C 2.270 4.520 2.437
C 1.284 3.619 2.043
C -1.118 1.790 1.584
C -1.207 1.354 2.909
C -2.303 1.701 3.687
C -3.316 2.492 3.152
C -3.236 2.924 1.836
C -2.140 2.569 1.056
C -1.742 -1.431 1.490
C -2.704 -0.725 0.761
C -3.964 -0.501 1.295
C -4.281 -0.989 2.559
C -3.329 -1.685 3.291
C -2.060 -1.895 2.763
C 0.692 -2.971 1.674
C 0.047 -4.202 1.827
C 0.699 -5.276 2.419
C 2.014 -5.136 2.851
C 2.663 -3.919 2.697
C 2.004 -2.838 2.119
H -2.525 -2.750 -3.790
H -1.513 -1.326 -3.452
H -2.996 -1.609 -2.511
H -3.229 -4.426 -1.512
H -2.905 -3.592 0.016
H -1.991 -5.059 -0.415
H -0.574 -4.922 -3.336
H 0.506 -4.881 -1.919
H 0.703 -3.684 -3.217
H 2.253 2.683 -2.915
H 1.410 4.029 -3.713
H 1.015 2.344 -4.127
H 1.214 4.735 -0.664
H -0.487 4.721 -0.169
H -0.022 5.461 -1.716
H -1.902 2.051 -3.218
H -1.686 3.771 -3.618
H -2.504 3.306 -2.115
H 3.202 1.518 0.205
H 4.926 3.119 0.871
H 4.346 5.056 2.315
H 2.009 5.361 3.070
H 0.265 3.774 2.375
H -0.415 0.732 3.313
H -2.374 1.350 4.710
H -4.174 2.759 3.760
H -4.030 3.528 1.413
H -2.091 2.874 0.017
H -2.447 -0.344 -0.222
H -4.700 0.059 0.729
H -5.268 -0.818 2.975
H -3.571 -2.056 4.279
H -1.311 -2.418 3.347
H -0.974 -4.321 1.482
H 0.186 -6.224 2.536
H 2.528 -5.975 3.305
H 3.688 -3.807 3.030
H 2.492 -1.877 2.012
S 6.453 0.011 -6.753
C 5.356 -0.173 -5.531
S 5.774 -0.478 -3.893
C 4.166 -0.687 -3.228
C 3.166 -0.573 -4.120
S 1.444 -0.684 -3.848
S 3.657 -0.230 -5.768
S 4.063 -0.971 -1.507